[1]
Here is a structure of composition C25H45N5OP2Y from OMol25. Energies are from ωB97M-V/def2-TZVPD.

Computed properties:
HOMO (Ha): -0.2784
E (Eh): -2049.501673
HOMO-LUMO gap (eV): 4.9
Energy relative to the best compared isomer or geometry (same formula, charge and spin) (eV): 1.415
Charge: +1
Multiplicity: 1

```
79
C25H45N5OP2Y, DFT ωB97M-V/def2-TZVPD
Y 0.0880 0.7722 -0.0571
N -0.1990 -0.3729 2.4020
C -0.3000 0.8188 3.2624
C 0.9706 1.6515 3.1749
N 1.2648 2.1298 1.8089
C 1.0723 3.5803 1.6189
C -0.3928 3.8919 1.3879
N -0.8325 3.0898 0.2455
H -1.0441 -0.9335 2.4703
H 0.5540 -0.9721 2.7260
H -0.4892 0.5695 4.3111
H -1.1515 1.4055 2.9089
H 1.8110 1.0515 3.5317
H 0.8955 2.4977 3.8644
H 2.2323 1.9250 1.5840
H 1.6354 3.8588 0.7247
H 1.4762 4.1553 2.4579
H -0.5283 4.9680 1.2504
H -0.9899 3.6070 2.2587
H -0.4037 3.3832 -0.6322
H -1.8304 3.1614 0.0982
C -3.9985 1.6733 1.7781
P -2.9937 0.6223 0.6677
C -3.9949 0.7127 -0.8645
C -3.2950 -1.0702 1.3016
C -4.1387 -1.3262 2.3811
C -4.2999 -2.6146 2.8714
C -3.6267 -3.6716 2.2803
C -2.7825 -3.4326 1.2058
C -2.5947 -2.1430 0.7153
P -1.4538 -1.7936 -0.6705
C -2.3818 -2.3752 -2.1309
C -0.1537 -3.0715 -0.5319
H -3.6213 1.6574 2.8011
H -5.0526 1.3913 1.7883
H -3.9375 2.7013 1.4151
H -4.9318 0.1599 -0.7849
H -3.4125 0.3609 -1.7137
H -4.2234 1.7634 -1.0540
H -4.6821 -0.5177 2.8509
H -4.9574 -2.7904 3.7125
H -3.7577 -4.6790 2.6520
H -2.2619 -4.2655 0.7504
H -2.6509 -3.4263 -2.0138
H -1.7686 -2.2589 -3.0224
H -3.2943 -1.7963 -2.2600
H -0.5290 -4.0952 -0.5512
H 0.4241 -2.9261 0.3825
H 0.5200 -2.9442 -1.3819
N 7.0229 -2.3853 0.8921
C 6.1991 -2.3072 -0.1803
O 6.4798 -2.7391 -1.2752
C 4.8618 -1.6249 0.0394
C 4.2787 -1.4246 1.2848
C 3.0356 -0.8225 1.3442
N 2.3666 -0.4018 0.2667
C 2.9462 -0.5825 -0.9300
C 4.1744 -1.2038 -1.0861
H 7.9389 -2.7748 0.7412
H 6.8682 -1.8502 1.7258
H 4.7445 -1.7521 2.2038
H 2.5607 -0.6738 2.3051
H 2.4040 -0.1736 -1.7736
H 4.6007 -1.3512 -2.0680
C -0.5127 1.8267 -4.3689
C 0.6070 1.1960 -3.5266
C 0.5384 -0.3190 -3.7406
C 1.9533 1.7048 -4.0637
C 0.4237 1.5479 -2.0527
H -0.3934 1.6103 -5.4356
H -0.5197 2.9119 -4.2432
H -1.4863 1.4527 -4.0427
H 0.4838 -0.5860 -4.8001
H -0.3597 -0.7033 -3.2515
H 1.4064 -0.8451 -3.3308
H 2.1248 1.4006 -5.1010
H 2.7811 1.3312 -3.4551
H 1.9913 2.7958 -4.0242
H 0.4921 2.6599 -2.0254
```

Atomic partial charges in e from the Löwdin method, atoms 1 to 5:
1. Y 1.06
2. N -0.02
3. C -0.24
4. C -0.20
5. N -0.13


[2]
Here is a cluster of 13 separate species, C64H165N15O22 in total in a non-equilibrium geometry from OMol25. Energies are from ωB97M-V/def2-TZVPD.

Computed properties:
HOMO (Ha): -0.2964
E (Eh): -5013.458015
HOMO-LUMO gap (eV): 8.2
Energy relative to the best compared isomer or geometry (same formula, charge and spin) (eV): 3.393
Charge: 0
Multiplicity: 1

```
266
C64H165N15O22, DFT ωB97M-V/def2-TZVPD
C 2.0274 -3.8483 -0.1611
O 2.2235 -3.7610 -1.3533
N 2.3911 -4.9187 0.4978
N 1.4821 -3.0374 0.6307
H 2.8129 -5.6842 -0.0083
H 2.3413 -4.9381 1.5064
H 1.1587 -2.1363 0.3089
H 1.3907 -3.3110 1.5986
C 5.2548 -0.0295 -1.2180
O 5.8550 0.9140 -0.7540
N 4.0334 -0.3605 -0.8216
N 5.6574 -0.8111 -2.2034
H 3.6088 0.3105 -0.1975
H 3.4514 -1.1465 -1.0740
H 6.3139 -0.6615 -2.9562
H 4.8929 -1.4325 -2.4260
C 4.9405 -2.9222 -5.2959
C 3.5605 -3.2037 -4.6073
C 3.5452 -4.6963 -4.1500
O 3.4331 -5.5612 -5.2974
C 3.4223 -6.9071 -4.9635
N 3.4278 -2.3307 -3.4662
H 5.2180 -1.9046 -5.5707
H 4.8923 -3.5746 -6.1678
H 5.7925 -3.1816 -4.6675
H 2.6943 -3.1072 -5.2618
H 2.6742 -4.8469 -3.5122
H 4.4304 -5.0993 -3.6579
H 3.3517 -7.5058 -5.8716
H 2.5672 -7.2158 -4.3621
H 4.3316 -7.2739 -4.4873
H 2.7834 -1.5835 -3.6817
H 3.0199 -2.8103 -2.6764
C -2.3714 4.3997 0.4461
C -1.4360 3.8141 1.4937
C -0.9040 4.7396 2.5744
O -0.3027 5.9496 2.1470
C 0.8419 5.6999 1.3267
N -2.1735 2.7142 2.0668
H -2.8194 3.6302 -0.1825
H -1.7218 5.0874 -0.0953
H -3.1366 4.9819 0.9595
H -0.4731 3.4961 1.0939
H -0.2295 4.1394 3.1851
H -1.7459 5.0924 3.1700
H 0.6271 5.1374 0.4181
H 1.6286 5.1843 1.8774
H 1.2727 6.6302 0.9565
H -2.9547 3.1653 2.5211
H -2.6590 2.1879 1.3546
C -10.0101 1.1449 -4.7001
O -8.9352 1.2240 -3.7426
C -7.6169 1.5584 -4.3616
C -6.6395 1.7443 -3.2440
N -6.5121 0.4830 -2.4997
C -5.7268 0.4597 -1.2671
C -4.1911 0.7806 -1.3142
O -3.6056 1.0445 -0.0361
C -3.6136 -0.0832 0.9020
H -10.1398 0.1756 -5.1815
H -10.0293 2.1038 -5.2180
H -10.8871 1.1180 -4.0533
H -7.6500 2.4723 -4.9547
H -7.3355 0.8164 -5.1088
H -7.0332 2.5516 -2.6265
H -5.6806 2.0301 -3.6764
H -7.4626 0.1983 -2.3113
H -5.7342 -0.5733 -0.9192
H -6.2116 0.9526 -0.4244
H -3.8860 1.6499 -1.8968
H -3.7210 -0.0127 -1.8954
H -4.6645 -0.0441 1.1887
H -2.9345 -0.0316 1.7531
H -3.3727 -1.0296 0.4178
C 7.5239 2.5705 1.4686
O 7.5229 3.9840 1.7761
C 6.2090 4.4964 1.8079
C 6.0772 6.0271 1.8165
N 6.2409 6.5387 3.1881
C 5.9802 7.9295 3.4419
C 4.8103 8.2471 4.4328
O 3.6450 7.8326 3.7423
C 3.2233 8.7117 2.6606
H 7.5536 2.5187 0.3802
H 6.6080 2.0786 1.7960
H 8.4123 2.0408 1.8126
H 5.6506 4.0544 2.6330
H 5.7390 4.1387 0.8918
H 5.0700 6.3279 1.5280
H 6.7006 6.3808 0.9954
H 5.6116 6.0779 3.8299
H 5.8324 8.4569 2.4996
H 6.8506 8.3316 3.9604
H 4.8813 9.2524 4.8480
H 4.8125 7.6753 5.3608
H 3.4108 9.7573 2.9046
H 2.2280 8.5166 2.2613
H 3.8102 8.6723 1.7429
C -0.5185 -3.8166 -4.7008
O -0.0694 -5.0841 -5.1393
C -1.1801 -6.0219 -5.4887
C -0.6020 -7.3634 -5.9584
N 0.1509 -8.0748 -4.9313
C 0.4722 -9.4109 -5.4267
C 1.1457 -10.2435 -4.2663
O 2.3893 -9.7243 -4.0806
C 3.1455 -10.4222 -3.1279
H -1.0297 -3.2917 -5.5078
H 0.3841 -3.2433 -4.4893
H -1.1260 -3.8308 -3.7959
H -1.9087 -5.6969 -6.2314
H -1.8296 -6.1562 -4.6237
H -0.0574 -7.1692 -6.8824
H -1.4147 -7.9985 -6.3110
H 1.0213 -7.5671 -4.8623
H 1.2628 -9.2899 -6.1673
H -0.3946 -9.8727 -5.8995
H 1.2765 -11.2578 -4.6434
H 0.5650 -10.3023 -3.3457
H 4.0822 -9.8720 -3.0382
H 3.4070 -11.4336 -3.4391
H 2.7080 -10.3256 -2.1342
C 1.8152 -0.6207 5.3055
O 0.8335 -0.7697 6.3246
C 0.1004 0.4485 6.6827
C -1.0098 0.2343 7.8205
N -0.3175 -0.1267 8.9958
C -1.2732 -0.3398 10.1283
C -0.6522 -1.2386 11.1272
O -1.5373 -1.7649 12.0486
C -0.8703 -2.5958 13.0424
H 1.3320 -0.1366 4.4568
H 2.2250 -1.5827 4.9976
H 2.6037 0.0262 5.6901
H -0.3227 0.7725 5.7319
H 0.7910 1.1991 7.0672
H -1.6578 -0.5919 7.5279
H -1.4963 1.1757 8.0759
H 0.2736 -0.9263 8.8187
H -2.1835 -0.8085 9.7542
H -1.3629 0.6599 10.5533
H 0.1229 -0.6253 11.5867
H -0.1564 -2.0087 10.5363
H -0.3822 -3.3704 12.4509
H -1.6528 -3.1144 13.5963
H -0.1679 -2.0828 13.6993
C -9.7351 -1.2787 -1.9311
O -8.4259 -1.5573 -2.3697
C -8.4200 -2.4415 -3.5282
C -6.9466 -2.8395 -3.7995
N -6.2672 -1.8544 -4.5734
C -4.8522 -2.0733 -4.7198
C -4.1457 -0.7858 -5.1591
O -2.7535 -0.9116 -5.5133
C -2.6499 -1.3773 -6.8821
H -10.2958 -2.1258 -1.5360
H -10.4227 -0.8808 -2.6775
H -9.6584 -0.5561 -1.1187
H -8.9047 -1.8180 -4.2795
H -9.0622 -3.3096 -3.3796
H -6.9820 -3.8146 -4.2852
H -6.3998 -2.8367 -2.8566
H -6.3400 -1.0419 -3.9780
H -4.6192 -2.8658 -5.4310
H -4.3923 -2.4609 -3.8108
H -4.1859 -0.2231 -4.2265
H -4.8063 -0.1296 -5.7258
H -2.9321 -0.5765 -7.5656
H -3.3611 -2.1719 -7.1074
H -1.6244 -1.6302 -7.1514
C 2.9261 1.5413 -8.1035
O 2.9254 1.4674 -6.6899
C 4.2133 1.2946 -6.1406
C 4.2288 1.5105 -4.5985
N 3.8028 2.9298 -4.3094
C 3.6166 3.0024 -2.8314
C 2.7114 4.1523 -2.4818
O 1.4677 4.0526 -3.2231
C 0.3695 4.7457 -2.5762
H 3.4793 0.7322 -8.5804
H 3.4327 2.4557 -8.4120
H 1.9399 1.4517 -8.5591
H 4.9791 1.9194 -6.6003
H 4.6700 0.3349 -6.3821
H 5.2207 1.3883 -4.1634
H 3.5854 0.6984 -4.2597
H 2.9244 3.0648 -4.7893
H 4.5270 2.9915 -2.2320
H 2.9720 2.1936 -2.4872
H 3.1416 5.1345 -2.6774
H 2.5232 4.1218 -1.4086
H -0.3914 5.2162 -3.1989
H 0.7593 5.5928 -2.0117
H 0.0141 3.9862 -1.8799
C 2.9656 6.7206 12.5499
O 3.6563 7.1884 11.4134
C 3.4214 6.4329 10.2360
C 4.2430 7.0366 9.0113
N 4.1556 6.2558 7.8114
C 2.8451 6.2656 7.1542
C 2.8502 5.2769 5.9547
O 3.5155 4.0454 6.3425
C 3.5456 2.9881 5.3941
H 1.9096 6.8229 12.2998
H 3.2098 7.2846 13.4502
H 3.1878 5.6910 12.8303
H 2.3643 6.5394 9.9924
H 3.5641 5.3555 10.3185
H 5.2733 7.0794 9.3643
H 3.9120 8.0518 8.7923
H 4.4882 5.3208 7.9988
H 2.4867 7.2435 6.8325
H 2.2152 5.7766 7.8973
H 3.4198 5.7353 5.1463
H 1.8641 5.0686 5.5397
H 2.5956 2.4685 5.2693
H 4.3550 2.2870 5.5979
H 3.8034 3.4227 4.4283
C 0.9285 -0.1182 -4.7044
O 1.0204 -0.5920 -3.3879
C -0.2590 -0.4564 -2.7970
C -0.2526 -1.0932 -1.4253
N 0.7803 -0.4781 -0.5751
C 0.2775 0.3019 0.5438
C 1.5198 0.9129 1.2137
O 2.1352 1.8837 0.3986
C 3.3131 2.3186 1.0535
H 0.9582 0.9711 -4.7300
H 0.0910 -0.3900 -5.3469
H 1.8444 -0.4697 -5.1793
H -0.9467 -0.9788 -3.4620
H -0.4492 0.6110 -2.6840
H -0.0974 -2.1617 -1.5749
H -1.2670 -1.0317 -1.0313
H 1.2705 0.1516 -1.1942
H -0.2709 -0.3665 1.2076
H -0.3005 1.1350 0.1437
H 2.1835 0.1151 1.5472
H 1.1639 1.3405 2.1510
H 3.9958 2.8784 0.4143
H 3.8397 1.4471 1.4424
H 2.9132 2.9514 1.8459
C -7.1234 -2.0267 1.4837
O -6.4815 -3.1146 0.8433
C -5.4148 -3.5739 1.6566
C -4.4184 -4.5166 0.9637
N -3.5074 -3.9066 -0.0197
C -2.8086 -4.8557 -0.8076
C -3.6821 -5.6865 -1.6923
O -4.0041 -4.8411 -2.7350
C -4.6916 -5.4495 -3.8507
H -7.5999 -2.3154 2.4205
H -7.8804 -1.5745 0.8429
H -6.4826 -1.2198 1.8391
H -4.8731 -2.7389 2.1008
H -5.8176 -4.1733 2.4731
H -3.8330 -4.9574 1.7707
H -4.9507 -5.3131 0.4439
H -4.1557 -3.4220 -0.6239
H -2.0995 -4.3162 -1.4354
H -2.2077 -5.4341 -0.1058
H -3.0392 -6.4401 -2.1471
H -4.5443 -6.2146 -1.2850
H -4.1751 -6.1956 -4.4546
H -4.8389 -4.6810 -4.6094
H -5.6340 -5.8576 -3.4855
```

Atomic partial charges in e from the Löwdin method, atoms 1 to 5:
1. C -0.78
2. O 0.03
3. N 0.16
4. N 0.20
5. H 0.12